53
Properties=species:S:1:pos:R:3:forces:R:3:mulliken_charge:R:1 method="wB97M-V/def2-TZVPD" de_lowest_kcal_mol=0.0 multiplicity=4 charge=-2 s_squared=3.7616 max_force_ev_per_a=0.448 homo_ev="-1.933 / -1.934" gap_ha="0.2318 / 0.2318"
Co 0.760 0.686 -0.284 0.0 0.3 0.0 0.73
O 2.938 -2.109 4.766 0.0 0.0 -0.1 -0.58
C 2.363 -1.528 3.661 0.1 -0.1 0.1 1.27
C 1.383 -0.554 3.784 0.0 0.0 -0.1 -0.60
C 0.867 -0.005 2.624 0.0 -0.1 0.0 -0.27
N 1.279 -0.410 1.431 0.1 0.1 -0.1 0.51
C 2.228 -1.332 1.304 0.0 0.0 0.1 0.08
C 2.804 -1.934 2.408 -0.1 0.0 0.0 -0.73
C 2.682 -1.601 -0.142 -0.1 0.0 0.1 0.15
O 3.402 -2.587 -0.324 0.1 0.0 0.0 -0.79
O 2.264 -0.749 -0.972 -0.1 0.1 -0.1 -0.62
C -0.159 1.140 2.610 0.0 -0.1 0.0 0.34
O -0.683 1.419 3.697 0.0 0.1 0.0 -0.84
O -0.332 1.646 1.474 -0.1 0.1 -0.1 -0.62
H 2.554 -1.695 5.544 0.0 0.0 0.1 0.29
H 1.016 -0.195 4.739 0.0 0.0 0.0 0.41
H 3.573 -2.680 2.275 0.0 0.0 0.0 0.56
Cl 3.252 2.142 1.313 0.0 0.1 0.0 -0.21
C 2.435 3.679 1.209 0.1 -0.1 0.1 0.74
C 2.639 4.553 2.261 0.0 0.1 0.0 -0.71
C 2.078 5.820 2.229 0.0 -0.1 0.0 -0.33
C 1.327 6.185 1.124 0.0 0.0 0.0 -0.68
C 1.132 5.285 0.094 -0.1 0.1 -0.1 0.43
Cl 0.169 5.853 -1.254 0.0 0.0 0.0 -0.26
C 1.648 3.975 0.079 0.0 0.0 0.0 -0.37
S 1.362 2.870 -1.221 0.0 -0.1 0.0 -0.46
H 3.239 4.227 3.100 0.0 0.0 0.0 0.36
H 2.223 6.508 3.051 0.0 0.0 0.0 0.33
H 0.873 7.165 1.055 0.0 0.0 0.0 0.36
N -0.612 0.061 -1.435 0.3 -0.2 -0.3 -0.69
C -1.353 -0.877 -1.785 -0.3 0.0 0.1 -0.18
C -1.640 -1.161 -3.248 0.1 0.1 0.2 0.35
C -2.846 -1.680 -3.706 -0.1 0.0 0.0 -0.14
C -3.078 -1.855 -5.066 0.0 0.0 0.0 -0.73
C -2.095 -1.521 -5.985 0.0 0.0 0.0 -0.34
C -0.885 -1.002 -5.535 0.0 0.0 0.0 -0.57
C -0.663 -0.819 -4.181 0.0 0.0 0.0 -0.45
C -2.006 -1.779 -0.758 0.1 0.0 0.0 0.64
C -2.239 -3.134 -0.972 0.0 0.0 0.0 -0.16
C -2.734 -3.941 0.046 0.0 0.0 0.0 -0.71
C -3.012 -3.396 1.291 0.0 0.0 0.0 -0.37
C -2.782 -2.043 1.514 0.0 0.0 0.0 -0.67
C -2.281 -1.244 0.500 0.0 0.0 0.0 -0.52
H -3.620 -1.938 -2.993 0.0 0.0 0.0 0.45
H -4.029 -2.251 -5.404 0.0 0.0 0.0 0.36
H -2.269 -1.660 -7.047 0.0 0.0 0.0 0.35
H -0.110 -0.736 -6.245 0.0 0.0 0.0 0.36
H 0.262 -0.400 -3.805 0.0 0.0 0.0 0.43
H -2.003 -3.572 -1.935 0.0 0.0 0.0 0.48
H -2.888 -4.999 -0.134 0.0 0.0 0.0 0.36
H -3.390 -4.025 2.089 0.0 0.0 0.0 0.35
H -2.978 -1.608 2.486 0.0 0.0 0.0 0.44
H -2.063 -0.195 0.669 0.0 0.0 0.0 0.47